No. 1
30
Properties=species:S:1:pos:R:3 method="wB97M-V/def2-TZVPD" lumo_energy_ev=-0.1 gap_ev=10.96 homo_ha=-0.407 e_above_lowest_kcal_mol=155.8
O 0.460 0.337 -0.930
H -0.214 -0.030 -1.336
H 0.576 -0.226 -0.116
O 0.487 -2.765 1.683
H 1.231 -2.936 2.077
H -0.258 -2.776 2.131
O 1.925 2.126 -2.630
H 1.978 1.526 -1.826
H 0.865 2.093 -2.428
O -0.755 -2.475 -1.769
H -1.341 -1.883 -1.107
H -1.196 -2.239 -2.551
O -0.703 -0.119 -4.010
H 0.119 0.444 -3.969
H -0.428 -0.903 -4.292
O -0.749 0.237 2.903
H -0.667 0.168 1.964
H -0.046 0.618 3.319
O 2.804 2.154 1.659
H 3.608 2.577 1.579
H 1.972 2.668 0.916
O 1.871 -0.274 1.731
H 2.493 -0.973 1.657
H 2.173 0.618 1.881
O -3.065 2.156 0.602
H -2.217 1.827 1.203
H -3.414 1.450 0.125
O -2.360 -0.871 0.286
H -1.853 -1.406 0.876
H -3.294 -1.124 0.374

No. 2
92
Properties=species:S:1:pos:R:3 method="wB97M-V/def2-TZVPD" lumo_energy_ev=4.2 total_charge=-2 gap_ev=4.39 homo_ha=-0.008
Pd -0.966 0.520 0.843
C -3.466 2.934 3.755
C -3.815 1.581 3.766
C -3.783 0.838 2.601
C -3.387 1.419 1.387
C -3.056 2.776 1.389
C -3.088 3.526 2.563
P -3.428 0.553 -0.233
C -5.266 0.728 -0.598
C -6.166 1.484 0.153
C -7.485 1.654 -0.256
C -7.939 1.064 -1.426
C -7.057 0.306 -2.189
C -5.739 0.154 -1.783
C -3.299 -1.186 0.279
C -4.217 -2.216 0.110
C -3.886 -3.492 0.561
C -2.657 -3.688 1.184
C -1.763 -2.631 1.355
C -2.038 -1.339 0.894
H -3.479 3.510 4.673
H -4.109 1.105 4.695
H -4.040 -0.215 2.616
H -2.769 3.249 0.456
H -2.800 4.570 2.540
H -5.832 1.942 1.076
H -8.163 2.248 0.347
H -8.966 1.196 -1.746
H -7.396 -0.158 -3.108
H -5.051 -0.419 -2.398
H -5.179 -2.042 -0.363
H -4.578 -4.317 0.431
H -2.390 -4.681 1.537
H -0.811 -2.825 1.848
Te 2.144 -3.070 -0.440
C 4.212 -2.858 -0.841
C 5.161 -3.710 -0.290
C 6.507 -3.488 -0.545
N 6.971 -2.497 -1.306
C 6.047 -1.687 -1.835
C 4.683 -1.820 -1.636
C 1.718 -0.985 -0.359
P 1.320 -0.834 1.457
C 1.147 0.985 1.865
C 1.859 2.047 1.287
C 1.752 3.337 1.772
C 0.911 3.611 2.852
C 0.181 2.589 3.429
C 0.286 1.282 2.937
C 3.118 -1.002 2.058
C 4.209 -0.368 1.464
C 5.499 -0.546 1.943
C 5.730 -1.375 3.036
C 4.658 -2.019 3.638
C 3.369 -1.829 3.149
P 0.295 -0.467 -1.437
C 0.833 1.299 -1.744
C 2.164 1.661 -1.960
C 2.535 2.987 -2.120
C 1.572 3.993 -2.046
C 0.248 3.652 -1.824
C -0.116 2.314 -1.683
C 0.764 -1.214 -3.100
C 0.309 -2.523 -3.307
C 0.492 -3.185 -4.509
C 1.116 -2.542 -5.573
C 1.536 -1.232 -5.409
C 1.359 -0.580 -4.190
H 4.865 -4.522 0.364
H 7.255 -4.136 -0.096
H 6.424 -0.880 -2.457
H 3.983 -1.114 -2.068
H 2.500 1.848 0.439
H 2.318 4.135 1.303
H 0.822 4.623 3.231
H -0.492 2.797 4.252
H -0.230 0.468 3.434
H 4.041 0.233 0.576
H 6.332 -0.058 1.447
H 6.738 -1.527 3.404
H 4.826 -2.682 4.480
H 2.530 -2.346 3.606
H 2.918 0.882 -1.943
H 3.577 3.243 -2.282
H 1.860 5.033 -2.152
H -0.508 4.425 -1.743
H -1.155 2.047 -1.511
H -0.217 -3.025 -2.501
H 0.137 -4.204 -4.620
H 1.264 -3.055 -6.517
H 2.006 -0.705 -6.232
H 1.685 0.447 -4.107

No. 3
139
Properties=species:S:1:pos:R:3 method="wB97M-V/def2-TZVPD" lumo_energy_ev=-0.6 smiles="C[C@H](Br)Cc1c2c(c([PH2]=O)c(CC=O)c1P(C)C)C(=O)N(N)C2=O.Fc1ccccc1.Fc1ccccc1.Fc1ccccc1.Fc1ccccc1.Fc1ccccc1.Fc1ccccc1.Fc1ccccc1.Fc1ccccc1" gap_ev=7.62 homo_ha=-0.302 e_above_lowest_kcal_mol=0.0
C 1.764 1.394 0.649
C 0.587 2.191 1.217
Br -0.101 1.142 2.726
C -0.517 2.526 0.158
C -1.812 1.767 0.297
C -1.969 0.531 -0.323
C -3.126 -0.222 -0.211
C -4.195 0.241 0.549
P -5.664 -0.844 0.654
O -6.048 -1.450 -0.635
C -4.072 1.503 1.167
C -5.248 2.007 1.978
C -5.345 1.277 3.298
O -4.389 0.998 3.960
C -2.892 2.282 1.045
P -2.942 3.915 1.895
C -1.307 4.537 2.426
C -3.657 5.111 0.701
C -2.922 -1.501 -0.994
O -3.437 -2.549 -0.883
N -1.836 -1.200 -1.908
N -2.456 -0.621 -3.078
C -1.035 -0.222 -1.222
O 0.140 -0.115 -1.384
H 1.964 1.645 -0.384
H 2.658 1.553 1.247
H 1.538 0.340 0.736
H 1.003 3.108 1.610
H -0.091 2.275 -0.809
H -0.708 3.591 0.165
H -6.728 -0.088 1.172
H -5.303 -1.833 1.592
H -6.167 1.805 1.437
H -5.217 3.077 2.133
H -6.354 0.984 3.633
H -0.740 5.017 1.628
H -1.486 5.304 3.171
H -0.702 3.761 2.873
H -3.165 5.073 -0.268
H -3.644 6.119 1.100
H -4.702 4.838 0.580
H -2.165 0.347 -3.190
H -2.113 -1.116 -3.891
F 3.254 -5.829 -1.809
C 2.591 -4.943 -1.030
C 2.812 -4.950 0.333
C 2.134 -4.037 1.127
C 1.240 -3.143 0.552
C 1.029 -3.157 -0.821
C 1.712 -4.060 -1.622
H 3.506 -5.662 0.763
H 2.302 -4.026 2.195
H 0.709 -2.434 1.175
H 0.333 -2.469 -1.269
H 1.567 -4.081 -2.694
F 1.485 -11.785 -1.328
C 1.041 -10.629 -0.794
C 1.776 -9.477 -0.991
C 1.313 -8.289 -0.444
C 0.138 -8.271 0.295
C -0.582 -9.443 0.484
C -0.133 -10.634 -0.068
H 2.693 -9.515 -1.564
H 1.869 -7.376 -0.591
H -0.216 -7.341 0.723
H -1.497 -9.430 1.062
H -0.682 -11.557 0.059
F 2.383 1.507 4.527
C 2.115 1.272 5.827
C 2.906 1.879 6.783
C 2.636 1.647 8.123
C 1.592 0.810 8.490
C 0.812 0.206 7.514
C 1.068 0.438 6.170
H 3.719 2.523 6.474
H 3.244 2.121 8.882
H 1.386 0.629 9.537
H 0.000 -0.449 7.797
H 0.468 -0.021 5.399
F -4.253 -9.120 1.384
C -4.530 -9.248 0.069
C -5.442 -10.203 -0.333
C -5.723 -10.327 -1.687
C -5.088 -9.509 -2.611
C -4.171 -8.559 -2.182
C -3.891 -8.421 -0.831
H -5.919 -10.835 0.403
H -6.439 -11.066 -2.019
H -5.308 -9.612 -3.665
H -3.671 -7.922 -2.899
H -3.186 -7.682 -0.476
F 6.958 -3.694 -7.306
C 6.148 -4.322 -6.429
C 5.539 -3.583 -5.435
C 4.704 -4.233 -4.537
C 4.497 -5.601 -4.637
C 5.125 -6.324 -5.643
C 5.955 -5.683 -6.552
H 5.719 -2.518 -5.370
H 4.213 -3.667 -3.755
H 3.850 -6.101 -3.936
H 4.969 -7.391 -5.722
H 6.448 -6.226 -7.347
F -1.798 7.671 -1.305
C -2.939 8.250 -1.746
C -3.488 7.814 -2.935
C -4.661 8.401 -3.385
C -5.261 9.414 -2.650
C -4.689 9.838 -1.459
C -3.520 9.251 -0.995
H -3.000 7.028 -3.496
H -5.106 8.067 -4.312
H -6.174 9.872 -3.006
H -5.153 10.629 -0.886
H -3.062 9.562 -0.067
F -0.946 9.975 1.075
C 0.118 10.315 0.312
C 0.661 9.372 -0.537
C 1.755 9.728 -1.312
C 2.287 11.008 -1.227
C 1.723 11.937 -0.365
C 0.626 11.594 0.411
H 0.239 8.381 -0.582
H 2.192 9.004 -1.986
H 3.141 11.280 -1.833
H 2.138 12.934 -0.294
H 0.167 12.304 1.086
F 4.539 2.659 -0.658
C 5.615 2.138 -0.033
C 5.733 0.766 0.052
C 6.840 0.231 0.694
C 7.801 1.068 1.244
C 7.658 2.446 1.150
C 6.558 2.991 0.503
H 4.968 0.132 -0.378
H 6.952 -0.843 0.764
H 8.662 0.647 1.747
H 8.403 3.099 1.581
H 6.430 4.061 0.412

No. 4
29
Properties=species:S:1:pos:R:3 method="wB97M-V/def2-TZVPD" lumo_energy_ev=-1.8 gap_ev=5.78 homo_ha=-0.278
C -3.371 -0.218 2.896
C -3.420 -1.692 2.456
C -1.956 -2.077 2.096
N -1.328 -0.777 1.825
C -0.022 -0.598 1.441
S 0.877 -1.940 0.990
S 0.555 1.000 1.337
C -1.991 0.326 2.507
H -4.095 0.392 2.349
H -3.514 -0.120 3.975
H -3.825 -2.331 3.249
H -4.014 -1.809 1.538
H -1.501 -2.569 2.980
H -1.901 -2.767 1.234
H -2.075 1.201 1.835
H -1.410 0.597 3.414
C 2.552 1.460 -3.847
C 1.867 0.155 -3.464
S 0.812 0.333 -1.987
C 2.014 0.771 -0.888
S 2.871 2.197 -1.175
C 3.590 1.824 -2.803
H 3.033 1.340 -4.821
H 1.811 2.256 -3.935
H 1.176 -0.198 -4.235
H 2.588 -0.645 -3.246
H 2.231 0.135 0.004
H 4.317 1.018 -2.653
H 4.130 2.735 -3.071

No. 5
20
Properties=species:S:1:pos:R:3 method="wB97M-V/def2-TZVPD" lumo_energy_ev=-3.1 total_charge=+1 gap_ev=12.32 homo_ha=-0.568 e_above_lowest_kcal_mol=13.7
C -0.113 1.106 0.609
C 1.073 0.138 0.528
C 1.833 0.191 -0.800
C 1.137 -0.123 -2.143
N -1.286 0.385 -0.040
H 0.025 2.021 0.040
H -0.346 1.323 1.647
H 0.701 -0.860 0.786
H 1.819 0.471 1.249
H 2.674 -0.490 -0.663
H 2.225 1.211 -0.834
H 0.236 0.475 -2.264
H 1.857 0.138 -2.910
H 1.083 -1.193 -2.217
H -0.858 -0.261 -0.705
H -1.770 -0.265 0.592
H -2.029 0.941 -0.456
H -3.520 -1.702 2.393
H -2.159 -1.945 2.987
O -2.580 -1.563 2.203

No. 6
119
Properties=species:S:1:pos:R:3 method="wB97M-V/def2-TZVPD" lumo_energy_ev=-5.3 total_charge=+1 gap_ev=4.07 homo_ha=-0.346 e_above_lowest_kcal_mol=50.8
C 17.844 -43.515 -8.435
C 18.872 -43.146 -9.479
C 18.056 -42.495 -10.632
C 17.706 -40.956 -10.517
C 18.994 -40.231 -10.270
C 19.686 -40.565 -8.998
N 19.789 -42.071 -8.943
O 20.611 -42.549 -8.137
C 18.953 -39.990 -7.868
C 21.163 -39.998 -8.998
C 19.616 -44.324 -10.022
H 17.422 -42.629 -8.142
H 18.218 -44.044 -7.580
H 17.075 -43.966 -9.029
H 17.281 -43.051 -11.099
H 18.775 -42.486 -11.342
H 16.823 -40.511 -9.835
H 17.688 -40.548 -11.473
H 18.639 -38.921 -10.378
H 19.520 -40.555 -11.249
H 18.940 -39.097 -7.801
H 19.358 -40.334 -7.062
H 17.953 -40.203 -7.840
H 21.260 -38.920 -9.056
H 21.715 -40.406 -9.763
H 21.726 -40.245 -8.020
H 18.982 -45.053 -10.520
H 19.924 -45.058 -9.379
H 20.230 -44.129 -10.776
N 15.677 -46.557 -6.012
C 15.981 -45.234 -5.554
C 16.460 -45.347 -4.152
C 16.551 -46.777 -3.837
C 15.961 -47.557 -5.099
H 15.485 -46.618 -7.113
H 15.651 -44.285 -6.130
H 16.843 -44.827 -3.392
H 16.952 -47.248 -2.855
H 15.990 -48.596 -5.506
N 21.839 -48.307 -7.133
C 21.105 -48.718 -6.016
C 19.724 -48.248 -6.239
C 19.682 -47.606 -7.487
C 21.168 -47.476 -7.988
H 22.791 -48.406 -7.352
H 21.584 -49.320 -5.195
H 18.925 -48.365 -5.576
H 18.965 -47.082 -7.860
H 21.821 -47.060 -8.914
C 18.150 -41.082 -3.381
N 17.185 -41.333 -4.515
O 16.054 -40.925 -4.405
O 17.568 -42.116 -5.412
H 19.164 -41.007 -3.717
H 18.176 -41.884 -2.770
H 17.944 -40.286 -2.840
C 24.893 -39.866 -6.857
N 24.488 -41.293 -6.880
O 23.621 -41.681 -7.601
O 25.020 -41.925 -5.973
H 24.836 -39.483 -5.914
H 24.516 -39.167 -7.556
H 25.984 -39.998 -6.893
C 15.694 -38.115 -14.176
N 16.333 -37.514 -12.967
O 16.918 -36.461 -12.971
O 16.149 -38.110 -11.860
H 15.314 -39.015 -13.900
H 16.619 -38.459 -14.872
H 14.938 -37.603 -14.854
C 24.304 -42.185 -10.674
N 24.888 -42.511 -11.953
O 25.549 -41.590 -12.544
O 24.705 -43.549 -12.498
H 23.527 -42.658 -10.432
H 23.966 -41.183 -10.959
H 25.142 -42.054 -10.019
C 16.493 -35.457 -9.529
N 17.539 -36.475 -8.973
O 18.745 -36.254 -9.239
O 17.210 -37.177 -8.102
H 16.962 -34.646 -9.973
H 16.024 -35.325 -8.692
H 15.959 -36.245 -10.180
C 20.481 -45.080 -4.971
N 20.897 -43.811 -4.491
O 20.307 -43.241 -3.706
O 22.098 -43.433 -4.784
H 19.680 -44.946 -5.592
H 20.411 -45.771 -4.089
H 20.988 -45.452 -5.692
C 19.382 -47.449 -12.869
N 19.887 -48.334 -11.841
O 19.209 -48.426 -10.829
O 20.681 -49.230 -12.101
H 18.967 -48.147 -13.701
H 20.224 -46.983 -13.278
H 18.831 -46.594 -12.442
C 12.800 -41.534 -9.583
N 13.513 -42.767 -9.866
O 12.997 -43.789 -10.289
O 14.770 -42.698 -9.663
H 12.149 -41.734 -8.721
H 12.419 -41.134 -10.469
H 13.536 -40.845 -9.315
C 21.844 -41.690 -14.371
N 21.125 -42.089 -13.218
O 21.638 -42.309 -12.145
O 19.902 -42.071 -13.409
H 21.941 -40.798 -14.202
H 21.586 -41.704 -15.570
H 22.751 -42.369 -14.367
C 21.278 -36.137 -6.908
N 22.211 -37.192 -6.491
O 23.292 -36.830 -6.131
O 21.843 -38.425 -6.488
H 22.105 -35.271 -6.968
H 20.483 -35.982 -6.096
H 20.814 -36.330 -7.807

No. 7
52
Properties=species:S:1:pos:R:3 method="wB97M-V/def2-TZVPD" lumo_energy_ev=-4.0 total_charge=+1 gap_ev=5.61 homo_ha=-0.353
C -2.474 3.413 -0.535
C -3.483 3.208 -1.604
H -1.967 4.381 -0.706
H -3.009 3.485 0.441
C -4.023 1.967 -1.847
C -3.620 0.747 -1.258
H -2.574 0.314 -1.466
H -4.437 0.001 -1.151
C -3.953 4.429 -2.338
H -3.352 5.298 -2.051
H -4.999 4.731 -2.153
H -3.856 4.381 -3.436
C -5.195 2.010 -2.789
H -4.935 2.384 -3.781
H -5.949 2.701 -2.400
H -5.632 1.030 -2.952
Tl 1.960 -1.275 -0.343
O 0.306 0.638 0.713
C -0.903 0.446 0.993
O 0.885 -1.663 2.119
C -0.295 -1.468 2.472
O -0.870 -2.222 3.411
N -1.198 -0.553 1.960
C -2.262 -1.799 3.574
C -2.509 -0.697 2.584
H -2.380 -1.429 4.595
H -2.943 -2.641 3.418
H -2.783 0.247 3.071
H -3.249 -0.945 1.813
C -1.967 1.164 0.366
C -1.477 2.320 -0.445
H -2.898 1.313 1.010
H -0.564 2.741 0.026
H -1.216 1.964 -1.470
N 3.528 -3.423 -3.449
C 4.504 -3.170 -2.545
N 4.304 -2.666 -1.354
C 5.490 -2.498 -0.652
C 6.611 -2.893 -1.370
S 6.187 -3.478 -2.927
C 5.433 -1.970 0.691
C 6.517 -1.770 1.551
S 5.998 -1.185 3.085
C 4.324 -1.249 2.499
N 4.201 -1.633 1.241
N 3.315 -0.919 3.308
H 3.789 -3.858 -4.321
H 2.562 -3.311 -3.181
H 7.619 -2.832 -0.989
H 7.556 -1.955 1.285
H 3.538 -0.669 4.259
H 2.347 -1.145 3.030

No. 8
7
Properties=species:S:1:pos:R:3 method="wB97M-V/def2-TZVPD" lumo_energy_ev=-1.1 gap_ev=7.95 homo_ha=-0.333 e_above_lowest_kcal_mol=64.2
C 0.628 -0.461 0.289
C -0.559 0.088 -0.331
F -1.653 -0.560 -0.167
S 2.132 -0.037 -0.178
H 0.621 -1.136 1.170
H -0.588 0.510 -1.271
H -0.581 1.596 0.489